Entry 1:
ORCA calculation (ωB97M-V/def2-TZVPD) on a molecular structure, C6H10N at a distorted geometry.

```
17
Properties=species:S:1:pos:R:3:forces:R:3
C 0.015 -1.828 0.436 0.5 -2.5 0.6
C 0.777 -0.628 -0.026 -2.6 -1.6 -0.6
C -1.110 -0.903 0.256 -1.9 1.8 1.6
C -0.242 -0.018 -0.740 0.7 3.6 -0.3
C 1.873 -0.091 0.755 -1.1 3.8 -1.5
C -0.728 2.676 0.079 -2.6 -0.5 -3.0
N -1.282 -0.898 -1.197 -2.4 2.6 -0.9
H -0.255 -2.715 -0.154 1.1 0.0 0.0
H 0.273 -2.107 1.459 -0.1 -0.1 -0.2
H 2.008 1.028 0.529 -0.3 -1.5 0.4
H 2.635 -0.540 0.175 1.9 -1.0 0.6
H 1.669 -0.197 1.800 0.8 -0.7 0.6
H -1.574 2.849 -0.668 1.6 -0.3 0.5
H 0.268 2.774 -0.281 0.5 0.3 0.4
H -1.220 2.709 1.012 0.7 -0.3 1.5
H -1.013 -1.683 -1.670 1.2 -2.9 -1.9
H -2.095 -0.426 -1.764 1.7 -0.7 2.1
```
Forces are in eV/Å.

Calculated values
lowest unoccupied orbital energy (spin up / spin down)	-6.010 / -4.353	eV
electronic energy	-288.76148	hartree
ΔE to the lowest compared entry with this formula, charge and spin	201.7	kcal per mole
HOMO level (spin up / spin down)	-0.46659 / -0.49115	hartree
charge	+1

Okay, here come the Mulliken numbers, in e, for every atom:
1. C -0.557
2. C 0.840
3. C -0.339
4. C -0.214
5. C -1.202
6. C -0.815
7. N 0.023
8. H 0.238
9. H 0.287
10. H 0.260
11. H 0.367
12. H 0.422
13. H 0.289
14. H 0.441
15. H 0.341
16. H 0.231
17. H 0.387

Entry 2:
ORCA calculation (ωB97M-V/def2-TZVPD) on a single C11H23N3O molecule.

```
38
Properties=species:S:1:pos:R:3:forces:R:3
C 2.085 2.401 0.076 0.0 -0.1 0.0
N 2.068 0.952 0.102 0.2 0.1 -0.2
C 2.746 0.450 1.283 -0.1 0.0 -0.1
C 2.614 0.399 -1.126 -0.2 -0.1 0.1
C 2.338 -1.105 -1.252 0.2 0.1 0.0
N 0.981 -1.420 -0.874 -0.1 0.2 -0.3
C 0.732 -2.186 0.225 -0.3 -0.2 -0.1
O 1.584 -2.891 0.739 0.4 -0.2 0.2
N -0.559 -2.224 0.683 -0.3 -0.3 0.4
C -1.614 -1.228 0.572 0.2 0.3 -0.3
C -2.267 -1.200 -0.816 -0.3 0.0 0.3
C -3.433 -0.214 -0.822 0.2 0.1 -0.3
C -2.953 1.180 -0.429 -0.3 -0.1 0.2
C -2.323 1.151 0.960 0.2 0.1 -0.2
C -1.154 0.171 1.004 -0.4 -0.1 0.1
H 1.516 2.756 -0.783 0.0 0.1 0.0
H 3.103 2.815 0.016 0.0 0.0 0.0
H 1.612 2.775 0.983 0.0 0.1 0.0
H 2.284 0.889 2.165 0.0 0.0 0.1
H 2.637 -0.630 1.342 0.0 -0.1 0.1
H 3.818 0.699 1.287 0.1 0.0 0.0
H 2.122 0.915 -1.958 0.1 0.0 0.0
H 3.700 0.574 -1.217 0.0 0.0 -0.1
H 2.516 -1.411 -2.289 0.1 0.0 0.1
H 2.991 -1.693 -0.605 -0.1 0.1 -0.1
H 0.291 -0.742 -1.149 0.0 -0.1 0.1
H -0.631 -2.842 1.478 0.1 0.1 -0.1
H -2.392 -1.550 1.276 0.1 0.0 -0.1
H -1.553 -0.904 -1.584 0.0 0.0 -0.1
H -2.615 -2.204 -1.064 0.1 0.0 0.0
H -4.197 -0.546 -0.115 -0.1 0.0 0.0
H -3.887 -0.188 -1.815 -0.1 0.0 0.0
H -2.216 1.530 -1.155 0.0 0.1 -0.1
H -3.792 1.878 -0.442 0.0 0.1 -0.1
H -3.079 0.851 1.690 -0.1 0.0 0.1
H -1.975 2.149 1.233 0.0 0.0 0.1
H -0.754 0.112 2.019 0.1 0.0 0.0
H -0.347 0.532 0.364 0.1 0.0 0.0
```
Forces are in eV/Å.

Calculated values
lowest unoccupied orbital energy	0.813	eV
electronic energy	-672.47337	hartree
HOMO level	-0.32023	hartree

Okay, here come the Mulliken numbers, in e, for every atom:
1. C -1.148
2. N 0.567
3. C -1.201
4. C -0.768
5. C -1.078
6. N 0.103
7. C 0.366
8. O -0.696
9. N -0.094
10. C -0.729
11. C -0.401
12. C -0.810
13. C -0.523
14. C -0.984
15. C 0.246
16. H 0.329
17. H 0.369
18. H 0.309
19. H 0.347
20. H 0.352
21. H 0.334
22. H 0.403
23. H 0.377
24. H 0.338
25. H 0.511
26. H 0.044
27. H 0.277
28. H 0.521
29. H 0.136
30. H 0.313
31. H 0.353
32. H 0.352
33. H 0.318
34. H 0.335
35. H 0.382
36. H 0.382
37. H 0.381
38. H -0.313

Entry 3:
ORCA calculation (ωB97M-V/def2-TZVPD) on a molecular structure, C28H31IrN3O9PS3 at a distorted geometry.

```
76
Properties=species:S:1:pos:R:3:forces:R:3
Ir 0.307 1.682 -0.880 2.1 -0.1 0.2
O -0.512 1.166 3.507 0.0 0.1 0.1
C 0.765 0.953 3.857 0.1 -0.1 -0.2
C 1.044 0.805 5.219 0.0 0.0 0.1
C 2.339 0.630 5.658 0.0 0.0 -0.1
C 3.393 0.595 4.748 0.1 0.0 0.0
C 3.128 0.718 3.399 -0.1 0.0 0.0
C 1.822 0.876 2.928 -0.3 0.0 0.1
C 1.571 0.964 1.480 0.4 -0.6 -0.7
O 0.329 1.054 1.059 -0.6 1.2 -0.2
N 2.567 0.869 0.654 0.5 0.5 0.4
N 2.182 1.096 -0.651 -0.4 0.0 0.2
C 3.012 0.824 -1.579 0.5 -0.1 0.0
C 2.752 0.891 -2.987 -0.4 0.3 -0.6
C 3.774 0.489 -3.868 0.0 -0.1 0.4
C 3.611 0.492 -5.227 -0.1 0.0 -0.3
C 2.385 0.900 -5.774 0.3 -0.1 0.1
C 1.368 1.304 -4.954 -0.4 0.2 0.4
C 1.516 1.328 -3.548 1.3 -0.3 -0.1
O 0.519 1.789 -2.848 -1.6 0.3 1.0
H -0.552 1.326 2.539 -0.1 -0.1 0.1
H 0.219 0.845 5.919 0.0 0.0 0.0
H 2.536 0.542 6.719 0.0 0.0 0.0
H 4.411 0.476 5.093 0.0 0.0 0.0
H 3.920 0.699 2.663 0.0 -0.1 0.0
H 3.988 0.483 -1.242 0.0 -0.1 -0.1
H 4.706 0.148 -3.429 0.0 0.0 -0.1
H 4.415 0.169 -5.875 0.0 0.0 0.0
H 2.239 0.894 -6.847 0.0 0.0 0.0
H 0.410 1.620 -5.346 0.0 0.0 0.0
C 0.162 4.572 -0.818 -0.6 0.5 -0.3
O 0.996 3.502 -0.480 -0.8 -2.0 -0.3
H -0.783 4.569 -0.262 0.2 -0.1 0.1
H -0.083 4.586 -1.889 0.1 -0.1 0.1
H 0.692 5.501 -0.585 0.1 -0.1 0.1
C -2.669 -2.658 -0.340 0.0 -0.2 0.0
C -1.733 -2.941 0.820 0.1 0.1 -0.2
C -1.463 -1.704 1.657 0.0 -0.1 0.0
O -0.465 -3.524 0.408 -0.3 0.2 0.6
P 0.318 -3.346 -0.973 -0.5 -0.4 -0.8
S -0.411 -4.412 -2.438 -0.1 -0.1 0.0
S 0.576 -1.442 -1.500 0.1 1.3 -0.1
O 1.702 -4.033 -0.585 0.6 0.0 0.5
C 2.514 -3.863 0.603 -0.3 0.1 -0.1
C 2.175 -4.979 1.575 0.0 -0.1 -0.1
C 2.405 -2.487 1.237 0.1 0.0 -0.1
H -3.650 -2.372 0.047 0.0 0.0 0.1
H -2.781 -3.550 -0.956 0.0 0.0 0.0
H -2.292 -1.850 -0.965 0.0 0.0 0.0
H -2.167 -3.718 1.452 0.0 0.0 0.0
H -0.986 -0.932 1.054 0.0 -0.1 0.0
H -0.814 -1.942 2.502 0.0 0.0 0.0
H -2.404 -1.313 2.050 0.0 0.0 0.0
H 3.531 -4.004 0.232 0.0 0.0 0.0
H 1.159 -4.855 1.950 0.0 0.0 0.0
H 2.873 -4.973 2.415 0.0 0.0 0.0
H 2.239 -5.940 1.064 0.0 0.0 0.0
H 1.397 -2.306 1.608 0.0 0.0 0.0
H 2.651 -1.706 0.520 0.0 0.0 0.1
H 3.102 -2.421 2.076 0.0 0.0 0.0
O -2.098 2.905 1.159 0.1 0.0 0.1
C -2.506 2.433 0.116 0.0 0.0 0.0
N -1.730 2.119 -0.968 -0.1 -0.1 -0.2
S -2.589 1.402 -2.184 -0.5 -0.6 -0.5
O -2.587 2.182 -3.387 0.1 0.3 0.1
O -2.243 0.012 -2.289 0.0 0.4 0.0
C -4.162 1.548 -1.374 0.3 0.2 0.3
C -5.420 1.160 -1.790 0.0 -0.1 -0.2
C -6.477 1.350 -0.910 0.1 0.0 0.1
C -6.264 1.904 0.351 0.0 0.0 0.0
C -4.992 2.293 0.751 0.0 0.0 0.0
C -3.946 2.113 -0.135 -0.1 0.0 0.0
H -5.572 0.717 -2.765 0.0 0.0 0.0
H -7.475 1.045 -1.199 0.0 0.0 0.0
H -7.098 2.022 1.031 0.0 0.0 0.0
H -4.799 2.713 1.729 0.0 0.0 0.0
```
Forces are in eV/Å.

Calculated values
lowest unoccupied orbital energy (spin up / spin down)	1.149 / -0.145	eV
electronic energy	-3567.40885	hartree
ΔE to the lowest compared entry with this formula, charge and spin	39.9	kcal per mole
2S+1	2
HOMO level (spin up / spin down)	-0.15720 / -0.15709	hartree
charge	-1

Okay, here come the Mulliken numbers, in e, for every atom:
1. Ir 1.572
2. O -0.677
3. C 0.310
4. C -0.730
5. C -0.352
6. C -0.845
7. C -0.510
8. C 0.369
9. C 0.832
10. O -0.352
11. N -0.979
12. N 0.666
13. C -0.067
14. C 0.960
15. C -0.962
16. C -0.619
17. C -0.541
18. C -0.691
19. C 0.311
20. O -0.757
21. H 0.223
22. H 0.441
23. H 0.377
24. H 0.403
25. H 0.451
26. H 0.338
27. H 0.356
28. H 0.385
29. H 0.384
30. H 0.492
31. C -0.662
32. O -0.613
33. H 0.190
34. H 0.263
35. H 0.295
36. C -1.262
37. C 0.356
38. C -0.656
39. O -0.379
40. P 0.725
41. S -0.568
42. S -0.354
43. O -0.406
44. C 0.459
45. C -1.398
46. C -0.753
47. H 0.502
48. H 0.385
49. H 0.091
50. H 0.167
51. H -0.372
52. H 0.265
53. H 0.667
54. H 0.412
55. H 0.199
56. H 0.441
57. H 0.349
58. H -0.013
59. H -0.014
60. H 0.577
61. O -0.668
62. C 0.561
63. N 0.199
64. S 0.909
65. O -0.688
66. O -0.584
67. C 0.237
68. C -0.738
69. C -0.477
70. C -0.521
71. C -0.646
72. C -0.052
73. H 0.477
74. H 0.391
75. H 0.393
76. H 0.527

Entry 4:
ORCA calculation (ωB97M-V/def2-TZVPD) on 2 unconnected molecules or ions with the total composition C3H10N2 at a distorted geometry.

```
15
Properties=species:S:1:pos:R:3:forces:R:3
C -0.302 3.519 -1.518 2.0 -0.3 1.8
N 0.529 2.836 -0.403 1.2 1.4 -1.1
H -0.021 4.535 -1.638 0.6 0.9 0.0
H -1.291 3.594 -1.122 -0.9 -0.5 -0.1
H -0.180 3.052 -2.474 -0.4 -0.5 -0.5
H 0.232 1.898 -0.542 0.4 -1.1 0.3
H 1.623 2.889 -0.468 -3.0 -0.1 -0.4
C -1.092 -2.564 0.340 -2.6 -0.9 0.0
C 0.085 -2.378 0.991 5.1 0.3 0.6
N 1.013 -3.321 1.555 -4.3 0.6 -1.8
H -1.581 -3.584 0.336 0.6 1.3 -0.3
H -1.727 -1.647 0.059 1.2 -1.6 0.2
H 0.600 -1.372 0.896 -1.0 -1.0 0.9
H 1.310 -3.134 2.481 1.3 1.0 0.8
H 0.803 -4.322 1.506 -0.2 0.2 -0.4
```
Forces are in eV/Å.

Calculated values
lowest unoccupied orbital energy (spin up / spin down)	-4.658 / -8.828	eV
electronic energy	-229.41758	hartree
ΔE to the lowest compared entry with this formula, charge and spin	47.5	kcal per mole
2S+1	2
HOMO level (spin up / spin down)	-0.43090 / -0.43087	hartree
charge	+1

Okay, here come the Mulliken numbers, in e, for every atom:
1. C -0.693
2. N -0.557
3. H 0.318
4. H 0.291
5. H 0.253
6. H 0.154
7. H 0.236
8. C -0.469
9. C 0.199
10. N -0.263
11. H 0.282
12. H 0.301
13. H 0.329
14. H 0.318
15. H 0.300

Entry 5:
ORCA calculation (ωB97M-V/def2-TZVPD) on a single C4H5NS2 molecule at a distorted geometry.

```
12
Properties=species:S:1:pos:R:3:forces:R:3
S 3.063 -0.973 -1.193 -0.5 0.1 0.1
C 1.600 -0.626 -0.548 0.2 -0.3 0.5
N 0.915 0.574 -0.612 0.7 0.7 -1.0
C -0.467 0.289 -0.384 -0.3 0.4 0.8
C -1.606 0.503 0.598 0.5 0.0 0.4
C -0.411 -0.429 0.940 -0.7 0.2 0.0
S 0.612 -1.808 0.457 0.2 0.2 -0.3
H 1.280 1.220 -1.329 -0.5 -0.5 0.5
H -0.864 -0.360 -1.153 -0.1 -0.1 -0.2
H -2.553 0.162 0.197 0.1 -0.1 0.0
H -1.718 1.301 1.354 0.3 -0.4 -0.6
H 0.149 0.149 1.673 0.1 -0.1 -0.2
```
Forces are in eV/Å.

Calculated values
lowest unoccupied orbital energy	0.512	eV
electronic energy	-1006.43516	hartree
ΔE to the lowest compared entry with this formula, charge and spin	74.3	kcal per mole
HOMO level	-0.31432	hartree

Okay, here come the Mulliken numbers, in e, for every atom:
1. S -0.312
2. C 0.206
3. N -0.314
4. C -0.100
5. C -0.514
6. C -0.046
7. S -0.121
8. H 0.303
9. H 0.212
10. H 0.245
11. H 0.255
12. H 0.186

Entry 6:
ORCA calculation (ωB97M-V/def2-TZVPD) on a single C5H9N molecule at a distorted geometry.

```
15
Properties=species:S:1:pos:R:3:forces:R:3
C -1.412 -0.717 0.874 -0.2 -0.1 -0.6
C -0.636 -0.034 0.025 -0.6 0.1 0.5
C -1.192 0.843 -1.058 -0.1 0.1 0.1
C 0.818 -0.077 0.184 0.5 -0.6 0.6
C 1.362 -0.282 1.397 0.3 0.4 -0.3
N 1.583 0.113 -0.963 0.0 0.0 -0.1
H -2.486 -0.622 0.850 -0.2 0.1 -0.1
H -1.034 -1.475 1.538 0.3 0.1 0.2
H -1.126 0.349 -2.029 0.0 0.0 -0.1
H -0.631 1.774 -1.121 0.0 0.1 -0.1
H -2.238 1.070 -0.864 -0.1 0.0 -0.1
H 0.801 -0.183 2.306 -0.3 -0.1 0.0
H 2.428 -0.396 1.518 0.2 0.0 -0.1
H 2.563 -0.092 -0.845 -0.1 0.0 -0.1
H 1.200 -0.272 -1.812 0.1 0.0 0.0
```
Forces are in eV/Å.

Calculated values
lowest unoccupied orbital energy	1.045	eV
electronic energy	-250.63105	hartree
ΔE to the lowest compared entry with this formula, charge and spin	22.5	kcal per mole
HOMO level	-0.29676	hartree

Okay, here come the Mulliken numbers, in e, for every atom:
1. C -1.074
2. C 0.674
3. C -1.371
4. C 0.797
5. C -1.160
6. N -0.509
7. H 0.263
8. H 0.362
9. H 0.291
10. H 0.345
11. H 0.398
12. H 0.325
13. H 0.225
14. H 0.222
15. H 0.214

Entry 7:
ORCA calculation (ωB97M-V/def2-TZVPD) on a gas-phase ion, C5H11NO2 (charge -2) at a distorted geometry.

```
19
Properties=species:S:1:pos:R:3:forces:R:3
C -1.545 0.026 0.866 -1.0 0.3 0.2
C -0.358 0.062 -0.065 0.8 -0.1 0.2
C 0.895 -0.479 0.662 -0.4 0.0 0.1
C 1.334 0.327 1.939 0.4 -0.2 -0.5
O 0.830 -0.086 3.112 -0.1 0.1 0.1
N -0.640 -0.569 -1.346 -0.3 0.1 -0.5
C -0.215 0.200 -2.576 0.5 -0.8 0.0
O -0.054 -0.576 -3.650 0.0 -0.1 -0.1
H -2.345 0.702 0.517 0.2 0.0 0.0
H -2.028 -0.953 0.890 0.3 -0.3 0.0
H -1.259 0.290 1.885 0.1 0.0 0.1
H -0.124 1.123 -0.243 -0.1 0.0 -0.2
H 1.703 -0.509 -0.080 0.1 0.0 0.0
H 0.681 -1.499 1.010 0.1 -0.1 -0.1
H 1.110 1.397 1.663 -0.1 0.1 0.1
H 2.468 0.292 1.889 -0.1 0.0 0.1
H -0.192 -1.470 -1.480 0.2 0.0 0.3
H -0.975 0.967 -2.700 -0.8 0.8 -0.1
H 0.713 0.755 -2.292 0.3 0.2 0.1
```
Forces are in eV/Å.

Calculated values
lowest unoccupied orbital energy	7.007	eV
electronic energy	-402.21855	hartree
ΔE to the lowest compared entry with this formula, charge and spin	7.3	kcal per mole
HOMO level	0.01624	hartree
charge	-2

Okay, here come the Mulliken numbers, in e, for every atom:
1. C -1.448
2. C 0.365
3. C -0.565
4. C -0.498
5. O -0.902
6. N -0.409
7. C -0.355
8. O -0.911
9. H 0.344
10. H 0.298
11. H 0.361
12. H 0.261
13. H 0.354
14. H 0.195
15. H 0.136
16. H 0.222
17. H 0.230
18. H 0.179
19. H 0.142

Entry 8:
ORCA calculation (ωB97M-V/def2-TZVPD) on a molecular structure, C18H27CaClNO4P2 at a distorted geometry.

```
54
Properties=species:S:1:pos:R:3:forces:R:3
Ca 0.653 0.635 -0.554 -0.5 -1.5 -1.7
P 2.444 -1.491 -0.116 0.4 -0.3 -0.6
C 2.211 -2.287 -1.671 -0.5 1.0 -1.1
C 1.016 -2.166 -2.422 0.6 0.5 0.6
N -0.058 -1.388 -1.981 0.2 -0.3 0.1
C -1.237 -1.551 -2.624 -0.3 -0.5 -1.2
C -1.386 -2.306 -3.800 -0.5 0.9 0.9
C -0.254 -2.896 -4.376 1.0 0.0 0.4
C 0.939 -2.815 -3.688 -0.5 -0.2 -0.9
C -2.479 -0.894 -2.051 0.2 -0.5 0.1
P -2.183 0.718 -1.248 -0.2 0.0 -0.7
H 1.863 -3.234 -4.092 -0.4 0.0 0.1
H -2.362 -2.352 -4.286 0.3 0.0 0.2
H -0.319 -3.399 -5.344 0.1 0.1 0.3
H -3.227 -0.766 -2.845 0.1 -0.1 0.2
H -2.902 -1.561 -1.285 0.1 0.1 -0.1
H 2.587 2.855 -2.103 -0.1 -0.2 0.2
H 3.078 -2.616 -2.265 -0.3 -0.1 0.6
H -1.040 5.766 -2.465 -0.1 0.0 0.1
O 2.342 1.919 -2.160 0.0 0.1 -0.9
H 2.524 1.723 -3.113 -0.3 -0.2 1.1
H 1.019 1.641 1.655 -1.1 0.3 0.6
O -1.074 5.092 -1.778 -0.2 0.0 0.4
H -1.706 5.419 -1.117 0.3 -0.1 -0.4
C -2.362 1.800 -2.721 0.1 0.5 -0.1
H -3.429 1.874 -2.979 0.4 0.0 -0.1
H -1.969 2.809 -2.506 -0.2 -0.3 -0.2
H -1.815 1.370 -3.574 -0.1 0.1 0.3
C -3.798 0.982 -0.449 -0.1 0.3 0.5
H -3.707 1.811 0.261 -0.2 -0.1 -0.1
H -4.573 1.237 -1.180 0.2 -0.1 0.1
H -4.105 0.087 0.102 0.1 0.2 0.0
C 2.468 -2.906 1.034 -0.1 0.0 0.6
H 3.488 -3.313 1.073 -0.3 0.0 0.1
H 2.121 -2.614 2.034 0.2 -0.2 -0.1
H 1.777 -3.651 0.620 0.2 0.2 0.2
C 4.206 -0.961 -0.152 0.0 0.1 0.3
H 4.456 -0.534 0.833 0.1 -0.2 -0.3
H 4.863 -1.819 -0.361 -0.2 0.3 0.0
H 4.357 -0.175 -0.910 -0.1 -0.4 0.2
Cl -0.123 1.299 8.175 -0.1 0.0 -0.1
C -0.166 1.003 6.484 0.3 -0.2 -1.0
C -0.326 -0.303 5.994 0.0 0.2 -0.3
C -0.322 -0.550 4.617 -0.1 0.2 0.5
C -0.150 0.513 3.713 -0.3 -0.1 0.1
C 0.015 1.814 4.209 -0.1 0.2 0.6
C 0.018 2.059 5.581 0.0 -0.3 -0.1
C -0.235 0.291 2.262 -0.3 -1.9 -1.0
O -0.475 -0.724 1.611 0.4 2.5 1.6
O 0.047 1.482 1.513 1.6 -0.2 0.1
H -0.464 -1.108 6.710 0.0 0.0 -0.2
H -0.492 -1.559 4.243 0.1 0.2 0.1
H 0.087 2.674 3.546 0.0 -0.3 0.1
H 0.159 3.066 5.951 -0.1 -0.1 0.0
```
Forces are in eV/Å.

Calculated values
lowest unoccupied orbital energy	-3.547	eV
electronic energy	-2878.18334	hartree
ΔE to the lowest compared entry with this formula, charge and spin	81.1	kcal per mole
HOMO level	-0.30906	hartree
charge	+1

Okay, here come the Mulliken numbers, in e, for every atom:
1. Ca 1.273
2. P 0.776
3. C -1.303
4. C 1.011
5. N 0.082
6. C 0.270
7. C -0.772
8. C -0.482
9. C -0.901
10. C -0.924
11. P 0.603
12. H 0.329
13. H 0.347
14. H 0.407
15. H 0.423
16. H 0.478
17. H 0.279
18. H 0.197
19. H 0.307
20. O -0.598
21. H 0.283
22. H 0.425
23. O -0.629
24. H 0.320
25. C -1.293
26. H 0.369
27. H 0.331
28. H 0.355
29. C -1.318
30. H 0.373
31. H 0.423
32. H 0.377
33. C -1.237
34. H 0.381
35. H 0.330
36. H 0.329
37. C -1.320
38. H 0.369
39. H 0.410
40. H 0.291
41. Cl -0.158
42. C 0.337
43. C -0.692
44. C -0.301
45. C 0.186
46. C -0.234
47. C -0.766
48. C 0.933
49. O -0.540
50. O -0.838
51. H 0.414
52. H 0.457
53. H 0.421
54. H 0.410